{"formula": "C8H19FN4O5S", "method": "ωB97M-V with the def2-TZVPD basis set", "symbols": ["C", "H", "H", "O", "C", "N", "C", "H", "N", "N", "S", "F", "H", "C", "H", "H", "H", "C", "H", "H", "N", "H", "H", "H", "H", "C", "H", "O", "H", "H", "C", "O", "H", "C", "H", "O", "H", "O"], "xyz": [[-0.23, -1.61, -0.66], [-5.22, 5.32, -1.28], [0.64, -1.08, -1.05], [3.14, -2.75, -1.52], [-4.34, 5.55, -0.70], [-2.14, 1.63, 0.03], [-1.40, -0.63, -0.58], [-0.46, -2.39, -1.39], [1.57, -2.36, 0.88], [-4.04, 4.37, 0.17], [2.04, -3.33, 2.11], [1.39, -4.67, 1.61], [2.61, -0.89, 1.98], [2.29, -1.07, 0.96], [-2.23, -1.10, -0.04], [-0.71, 0.50, 1.13], [-3.47, 5.71, -1.32], [0.11, -2.27, 0.68], [-0.17, 1.11, -0.43], [4.37, -1.47, 0.53], [3.52, -0.64, -2.42], [3.76, 0.08, -0.08], [-2.14, 2.27, 0.81], [-0.28, -3.28, 0.68], [-3.03, 1.14, 0.08], [3.52, -0.98, 0.04], [2.61, -0.43, -2.82], [1.39, -3.03, 3.33], [-1.75, -0.40, -1.59], [-0.36, -1.74, 1.52], [3.35, -1.58, -1.34], [3.44, -3.50, 2.05], [-4.49, 6.40, -0.04], [-1.03, 0.68, 0.10], [4.01, -1.14, -3.16], [-3.07, 4.46, 0.90], [1.58, -0.28, 0.72], [-4.77, 3.41, 0.10]], "nbo_charge": [-0.403, 0.231, 0.192, -0.524, -0.483, -0.845, -0.403, 0.224, -0.681, 0.540, 2.551, -0.478, 0.219, -0.223, 0.197, 0.163, 0.238, -0.225, 0.170, 0.258, -0.905, 0.234, 0.374, 0.227, 0.357, -0.532, 0.380, -0.916, 0.215, 0.192, 0.703, -0.904, 0.235, -0.214, 0.381, -0.388, 0.215, -0.370], "smiles": "NCCCCN(CCC(N)=O)S(=O)(=O)F.C[N+](=O)[O-]", "gap_ha": 0.350, "total_charge": 0}



{"formula": "C8H19I2O3P2Rh", "method": "ωB97M-V with the def2-TZVPD basis set", "symbols": ["H", "H", "H", "C", "P", "H", "H", "H", "O", "H", "H", "Rh", "H", "H", "H", "H", "I", "C", "I", "O", "C", "H", "O", "P", "C", "C", "H", "C", "C", "H", "H", "C", "H", "H", "H"], "xyz": [[4.07, -1.22, 1.25], [3.00, -0.88, -1.94], [-4.34, 0.05, -1.21], [3.27, 0.03, -1.39], [-2.31, 0.11, 0.16], [-2.75, 2.48, 0.43], [-4.08, -1.19, 1.25], [4.35, 0.03, -1.20], [0.00, -0.03, -2.97], [-4.08, 1.51, 1.13], [2.74, -2.24, 0.64], [0.00, 0.10, 0.02], [-2.52, -1.28, 2.11], [-3.00, 0.90, -2.03], [2.51, 1.65, 2.00], [-0.01, -1.81, 2.26], [0.00, -1.23, -6.36], [-3.00, -1.28, 1.13], [0.00, 1.45, -6.46], [0.00, 0.24, 1.96], [-0.01, -0.83, 2.71], [-2.76, -2.22, 0.63], [-0.01, -0.71, 4.02], [2.31, 0.10, 0.17], [3.00, 1.57, 1.02], [-2.99, 1.59, 1.01], [2.77, 2.46, 0.44], [-3.26, 0.05, -1.40], [2.99, -1.30, 1.14], [2.50, -1.29, 2.12], [-3.00, -0.87, -1.95], [0.00, 0.02, -1.80], [4.08, 1.48, 1.15], [-2.51, 1.67, 1.99], [3.01, 0.89, -2.02]], "nbo_charge": [0.269, 0.241, 0.267, -0.944, 1.007, 0.251, 0.269, 0.267, -0.498, 0.265, 0.250, 0.518, 0.268, 0.241, 0.278, 0.117, 0.503, -0.938, 0.499, -0.754, 0.564, 0.250, -0.565, 1.007, -0.937, -0.937, 0.251, -0.944, -0.938, 0.268, 0.241, 0.575, 0.265, 0.278, 0.241], "s_squared": 6.0184, "gap_ha": [0.296, 0.112], "spin_multiplicity": 5, "de_lowest_kj_mol": 0.00, "total_charge": 2}



{"formula": "C8H19N2O2", "method": "ωB97M-V with the def2-TZVPD basis set", "symbols": ["H", "H", "H", "C", "C", "C", "H", "N", "H", "C", "H", "N", "H", "C", "H", "H", "H", "H", "H", "C", "H", "H", "O", "O", "C", "C", "H", "H", "H", "H", "H"], "xyz": [[-4.57, 0.93, -1.21], [2.16, -1.42, 2.27], [3.45, -1.11, 0.31], [-2.58, 0.17, -1.20], [2.92, -0.71, -1.61], [-1.77, -1.79, 0.03], [-4.77, 1.33, 1.23], [2.88, -0.41, -0.16], [-3.16, 0.67, 1.50], [3.45, 0.92, 0.12], [3.43, 1.12, 1.19], [-1.69, -0.68, -0.43], [3.94, -0.64, -1.98], [-3.93, 0.39, -0.51], [1.70, 0.29, 2.31], [-2.07, 1.12, -1.34], [2.88, 1.68, -0.42], [2.53, -1.71, -1.77], [-2.74, -0.29, -2.19], [-3.79, 1.19, 0.78], [-4.39, -0.58, -0.29], [4.49, 0.96, -0.22], [0.64, 0.44, -0.13], [-1.66, -2.81, 0.55], [1.47, -0.69, 1.87], [1.49, -0.73, 0.36], [0.48, -0.98, 2.20], [0.58, 1.14, 0.56], [-0.30, 0.01, -0.26], [-3.37, 2.18, 0.59], [2.29, 0.01, -2.14]], "nbo_charge": [0.227, 0.245, 0.438, -0.206, -0.412, 0.922, 0.234, -0.393, 0.200, -0.444, 0.229, -0.665, 0.220, -0.407, 0.173, 0.199, 0.223, 0.252, 0.221, -0.612, 0.208, 0.238, -0.701, -0.423, -0.719, 0.023, 0.245, 0.504, 0.552, 0.205, 0.224], "gap_ha": 0.325, "de_lowest_kj_mol": 191.71, "total_charge": 1}



{"formula": "C8H19N3O", "method": "ωB97M-V with the def2-TZVPD basis set", "symbols": ["H", "H", "N", "H", "C", "C", "H", "H", "H", "H", "N", "C", "H", "H", "O", "H", "C", "C", "C", "H", "C", "H", "H", "H", "C", "H", "H", "H", "H", "N", "H"], "xyz": [[-0.16, -1.98, -0.14], [1.21, -0.70, 1.19], [0.48, -0.50, 0.57], [-1.83, -0.49, 0.67], [-2.13, 0.38, 0.06], [-1.15, 1.84, 1.76], [-1.03, 1.05, 2.44], [-0.67, -3.77, -0.29], [-1.12, 1.17, -1.92], [-0.88, -0.51, -1.50], [3.16, -2.01, -0.36], [1.56, 1.03, -1.05], [-3.18, 0.09, -0.42], [2.31, 0.94, -0.27], [1.16, -3.26, -0.47], [3.26, -1.01, -0.23], [-0.98, 0.41, -1.02], [0.34, 0.66, -0.18], [-0.21, -2.94, -0.70], [0.94, 1.85, 1.68], [0.10, 1.81, 0.88], [1.58, 2.14, -1.47], [-3.25, 1.66, 1.22], [0.00, 2.77, 0.51], [-2.36, 1.72, 0.77], [-1.09, 2.93, 2.33], [-0.52, -3.07, -1.83], [1.63, 0.15, -1.74], [3.36, -2.68, 0.42], [1.94, -2.22, -0.91], [-2.48, 2.55, -0.01]], "nbo_charge": [0.258, 0.336, -0.514, 0.231, -0.410, -0.377, 0.203, 0.186, 0.200, 0.215, -0.641, -0.630, 0.200, 0.188, -0.393, 0.386, -0.402, 0.053, -0.305, 0.195, -0.392, 0.229, 0.202, 0.208, -0.407, 0.195, 0.171, 0.244, 0.361, 0.011, 0.199], "gap_ha": [0.257, 0.363], "de_lowest_kj_mol": 718.64, "total_charge": 0}



{"formula": "C8H19N3O3Sn", "method": "ωB97M-V with the def2-TZVPD basis set", "symbols": ["H", "H", "H", "H", "C", "N", "H", "H", "H", "C", "H", "O", "C", "Sn", "C", "N", "H", "N", "H", "H", "H", "H", "H", "C", "C", "C", "H", "O", "O", "H", "H", "H", "H", "C"], "xyz": [[0.13, -5.66, 3.53], [2.09, -5.14, 0.80], [-2.67, 4.63, 0.86], [2.96, 0.80, -4.62], [-2.34, 3.09, 2.36], [-0.37, -3.98, 2.31], [0.68, -5.99, 0.07], [-2.42, 3.93, 3.05], [2.99, 2.92, -4.32], [-1.60, 3.90, -1.26], [2.43, -0.39, -3.47], [0.32, -3.26, 0.32], [0.32, -4.17, 1.19], [-0.11, -0.59, -0.54], [2.43, 2.93, -3.39], [-2.22, 3.75, 1.05], [-1.59, -5.47, 3.30], [2.63, 0.57, -3.70], [-1.42, 2.62, 2.70], [0.95, -6.17, 1.76], [-3.17, 2.39, 2.35], [1.48, 3.45, -3.44], [-2.48, 3.61, -1.84], [-0.65, -4.91, 3.38], [-1.63, 3.10, 0.03], [1.06, -5.46, 0.95], [-1.53, 4.96, -1.06], [1.67, 1.29, -1.81], [-0.93, 2.08, 0.12], [3.02, 3.52, -2.67], [-0.78, -4.44, 4.35], [-0.74, 3.59, -1.84], [-0.76, -3.05, 2.40], [2.25, 1.55, -2.90]], "nbo_charge": [0.230, 0.261, 0.427, 0.424, -0.433, -0.539, 0.268, 0.237, 0.240, -0.706, 0.404, -0.813, 0.723, 1.771, -0.714, -0.556, 0.227, -0.748, 0.221, 0.244, 0.214, 0.261, 0.248, -0.446, 0.713, -0.711, 0.246, -0.763, -0.786, 0.274, 0.237, 0.232, 0.397, 0.712], "gap_ha": 0.233, "de_lowest_kj_mol": 78.96, "total_charge": 2}



{"formula": "C8H19NO", "method": "ωB97M-V with the def2-TZVPD basis set", "symbols": ["H", "H", "C", "H", "C", "C", "H", "H", "H", "O", "H", "H", "C", "H", "C", "C", "H", "H", "C", "H", "H", "H", "H", "H", "H", "N", "H", "H", "C"], "xyz": [[-2.26, 1.65, 0.96], [-0.39, -0.98, -1.35], [1.82, -1.40, 0.13], [-0.44, 0.87, -1.58], [-0.82, 0.17, 0.42], [-0.65, -0.01, -0.97], [1.34, 0.24, 2.30], [1.64, 1.79, 1.48], [3.26, 0.80, -0.92], [-2.93, -1.66, -0.91], [-0.84, 1.62, 2.00], [-0.74, 2.32, 0.37], [-2.69, -0.33, -1.38], [1.29, -1.93, 0.93], [-1.18, 1.52, 0.97], [1.86, 0.71, 1.46], [-2.79, -0.26, -2.47], [1.96, 0.33, -1.98], [2.16, 0.80, -1.02], [-3.39, 0.34, -0.89], [-2.55, -2.27, -1.55], [1.85, 1.85, -1.07], [2.89, -1.58, 0.31], [-1.29, -1.78, 0.73], [-1.93, -0.72, 1.87], [-1.19, -0.89, 1.20], [1.58, -1.88, -0.82], [2.94, 0.62, 1.67], [1.49, 0.08, 0.13]], "nbo_charge": [0.222, 0.204, -0.667, 0.225, 0.318, -0.379, 0.206, 0.199, 0.204, -0.752, 0.227, 0.228, -0.177, 0.212, -0.668, -0.650, 0.150, 0.202, -0.657, 0.160, 0.465, 0.204, 0.205, 0.400, 0.390, -0.825, 0.194, 0.187, -0.026], "gap_ha": [0.246, 0.246], "de_lowest_kj_mol": 496.04, "total_charge": 0}



{"formula": "C8H19NP", "method": "ωB97M-V with the def2-TZVPD basis set", "symbols": ["N", "H", "H", "H", "C", "H", "C", "H", "H", "H", "H", "H", "C", "C", "P", "H", "H", "H", "C", "H", "H", "H", "H", "C", "H", "H", "H", "C", "C"], "xyz": [[-3.42, 0.38, 0.74], [1.59, 3.30, 0.67], [-2.11, -1.56, -0.24], [2.25, -0.32, 1.61], [0.37, -0.61, 0.62], [2.48, 1.01, -1.84], [2.00, 1.28, 0.23], [-1.25, -4.98, -0.23], [0.31, -1.63, 1.02], [-2.36, 2.81, 0.71], [-0.61, -5.21, -0.58], [-0.46, 2.09, 0.11], [-0.25, -0.57, -0.78], [2.84, 1.56, -0.97], [-1.77, 2.20, -0.41], [0.92, 2.08, 1.87], [0.12, -1.41, -1.36], [0.05, 0.35, -1.30], [-1.78, -0.62, -0.71], [-3.85, -0.54, 0.85], [-3.89, 1.15, 1.19], [3.86, 1.22, -0.78], [2.39, -0.80, -0.08], [1.83, -0.17, 0.61], [2.87, 2.62, -1.20], [-0.20, 0.03, 1.30], [-2.16, -0.63, -1.74], [1.43, 2.27, 0.93], [-2.37, 0.55, -0.02]], "nbo_charge": [-0.657, 0.217, 0.235, 0.242, -0.389, 0.217, 0.078, -0.015, 0.226, -0.006, 0.015, 0.076, -0.395, -0.652, 0.376, 0.204, 0.243, 0.210, -0.510, 0.426, 0.429, 0.239, 0.219, -0.454, 0.225, 0.187, 0.282, -0.475, 0.210], "gap_ha": 0.293, "de_lowest_kj_mol": 54.21, "total_charge": 1}



{"formula": "C8H20", "method": "ωB97M-V with the def2-TZVPD basis set", "symbols": ["C", "H", "H", "C", "H", "H", "C", "H", "H", "C", "H", "C", "H", "H", "H", "H", "H", "H", "C", "H", "C", "H", "H", "C", "H", "H", "H", "H"], "xyz": [[1.68, 2.17, 0.47], [1.75, 1.20, 3.08], [1.54, 2.92, 1.27], [-0.98, 0.41, -0.94], [0.95, 2.38, -0.33], [1.98, -0.51, 2.61], [1.43, 0.73, 0.92], [2.69, 2.28, 0.06], [2.78, -0.03, -0.48], [2.13, 0.54, 2.29], [3.21, 0.72, 2.16], [-1.56, -1.01, -0.77], [-3.48, -0.45, 0.09], [-0.22, 0.46, -1.74], [-2.40, -2.63, -2.01], [-2.23, -0.75, 1.34], [-0.48, 0.60, 0.02], [-0.62, -1.52, -0.47], [1.78, -0.32, -0.11], [-2.98, -2.13, 0.48], [-2.63, -1.09, 0.37], [1.83, -1.36, 0.25], [-2.75, -0.98, -2.64], [-2.00, -1.60, -2.12], [-1.73, 1.21, -1.12], [1.06, -0.27, -0.95], [-1.09, -1.64, -2.74], [0.32, 0.67, 1.03]], "nbo_charge": [-0.609, 0.210, 0.212, -0.607, 0.207, 0.203, -0.205, 0.202, 0.204, -0.602, 0.201, -0.212, 0.203, 0.200, 0.206, 0.208, 0.200, 0.190, -0.624, 0.209, -0.611, 0.213, 0.203, -0.608, 0.203, 0.218, 0.207, 0.177], "smiles": "CC(C)C.CC(C)C", "gap_ha": 0.422, "de_lowest_kj_mol": 100.02, "total_charge": 0}



Number 1: F_max 0.5 eV Å⁻¹. Number 2: F_max 7.6 eV Å⁻¹. Number 3: F_max 1.1 eV Å⁻¹. Number 4: F_max 4.1 eV Å⁻¹. Number 5: F_max 2.9 eV Å⁻¹. Number 6: F_max 5.3 eV Å⁻¹. Number 7: F_max 1.1 eV Å⁻¹. Number 8: F_max 1.8 eV Å⁻¹.